124
Properties=species:S:1:pos:R:3:forces:R:3 method="wB97M-V/def2-TZVPD" spin_multiplicity=1 smiles="CCOC(=O)OC.CCOC(=O)OC.CCOC(=O)OC.CCOC(=O)OC.CCOC(=O)OC.CCOC(=O)OC.CCOC(=O)OC.CCOC(C)=O.ClCCl" largest_force_ha_per_bohr=0.0858 relative_energy_kcal_mol=102.9 orbital_gap_ev=10.81 e_tot_ev=-107425.813
Cl 0.81385 1.34158 -0.27535 -0.350 -0.766 0.155
Cl -0.79242 0.70854 2.06983 0.003 -0.758 -0.949
O -1.71005 -3.25997 1.27481 -0.512 -0.502 -0.219
O -3.17628 -3.99739 -0.27514 -1.525 -1.432 0.767
O 3.46665 -1.02251 6.07075 -0.754 0.890 2.128
O -3.61134 -4.36445 1.79320 -0.744 -0.240 -0.468
O -2.11139 4.02652 2.39410 0.413 -0.774 -0.321
O -3.22553 1.28692 -4.58567 0.846 0.820 3.691
O 7.86124 -0.60244 2.31952 -0.468 -0.149 0.095
O -5.49764 -1.75838 -3.74342 -0.732 1.718 1.413
O 2.52085 -3.58301 -0.07647 0.458 -0.363 -1.261
O 8.47222 0.48343 0.43688 -0.569 -0.826 -0.293
O 0.29824 1.51826 -5.81089 -0.462 0.010 0.450
O -6.84737 0.08687 -3.01055 2.518 -2.214 -0.183
O 3.05795 0.47009 4.63141 -0.173 1.127 -0.260
O 2.59250 1.60847 -5.99248 -2.356 -0.174 0.441
O -1.96735 0.22055 -2.92299 -1.581 1.675 -0.455
O 1.18050 -3.84256 -1.82577 -0.746 -1.221 -0.126
O -5.08134 -0.75060 -1.83174 0.856 -0.018 -0.480
O 2.05197 0.79757 6.69049 1.892 -2.060 -1.604
O -0.82835 3.44287 4.10560 2.450 -1.514 2.347
O 1.07612 -5.38523 -0.17444 1.372 1.270 -1.458
O -0.22485 5.11856 2.93092 -0.310 -0.237 0.276
O 6.38583 0.04085 0.69593 -0.469 0.183 0.663
O -2.95421 2.27644 -2.72164 0.212 -0.344 0.364
C 1.55013 1.39930 -5.36846 1.921 0.464 0.061
C -2.71758 -3.86845 0.95756 0.846 1.947 0.458
C -2.67284 1.15451 -3.30728 1.356 -1.454 -1.813
C 2.76329 0.15630 5.91122 -0.186 0.540 0.109
C -1.09713 4.09354 3.05684 -2.446 3.134 -1.915
C 0.02269 2.00920 -7.11810 1.504 0.544 -1.649
C -0.01468 -0.00519 0.60503 0.910 0.197 0.379
C -6.38647 -1.93472 -4.84468 -0.850 0.694 -0.344
C 4.27714 -0.96556 0.27813 0.900 0.192 0.609
C -0.07230 5.74040 1.66204 1.080 -0.257 -1.060
C 3.39937 -1.59459 7.42175 -0.762 -0.718 -0.206
C 2.92064 -2.38903 -2.83782 0.299 -0.224 0.897
C 7.56616 -0.08569 1.27865 1.702 0.447 -0.694
C 3.37306 2.63191 3.28903 1.221 0.008 -0.551
C 5.29722 -0.58985 1.37097 -1.524 -1.072 0.053
C 1.45853 -2.55043 -2.34125 0.916 0.822 -1.110
C -3.56494 3.68959 -1.08273 1.980 -0.285 1.323
C -1.75420 2.57822 4.71666 -0.067 -1.548 1.703
C 3.17814 -3.97480 1.11339 -0.894 -0.817 2.038
C -3.05400 0.22419 -5.42430 -0.230 -0.946 -2.173
C -5.19094 0.17693 -0.72553 -0.842 -0.173 0.249
C -5.89608 -0.69418 -2.87707 -1.487 0.159 -0.534
C -2.46918 2.60603 -1.40989 -1.825 1.467 0.223
C 1.60820 0.88137 -3.94259 0.618 -1.296 -0.713
C 2.45458 1.64220 4.00083 -1.135 1.085 0.559
C -4.01208 -2.69102 3.59513 -0.478 -0.705 -1.337
C -4.21787 -0.25407 0.35071 0.122 -0.394 -0.896
C 9.84493 0.25081 0.70692 0.764 0.384 1.115
C 1.59162 -4.41583 -0.69888 -0.470 0.975 2.612
C -3.56965 -4.12414 3.20392 0.800 0.236 0.593
C -2.69399 -3.18440 -1.28142 1.677 1.050 -0.863
C -1.16121 1.58049 5.80713 -0.075 0.570 -1.356
C -1.31200 2.69152 -7.18387 -1.196 0.321 1.271
H -2.54685 -4.29112 3.54168 -0.046 -0.239 0.136
H -0.26264 1.04061 5.50848 0.097 0.312 -0.304
H 10.24972 -0.75913 0.77222 -0.960 -0.599 -0.625
H 4.14700 -0.11907 -0.39613 0.137 -0.169 -0.201
H 10.05312 0.57902 1.72527 0.214 0.674 -0.127
H -1.42731 2.92443 -1.44540 -0.183 0.348 -0.227
H 3.59124 -1.87307 -2.15068 -0.418 0.378 0.109
H -2.66776 -2.14122 -0.96650 -0.135 0.029 -0.033
H 3.95785 -2.52775 7.49535 0.524 0.299 -0.786
H -2.07703 2.42698 -7.91383 0.535 -0.586 -0.276
H 2.38564 -1.95193 7.60269 -0.232 0.517 0.072
H -4.97099 1.21406 -0.97870 -0.175 -0.170 -0.639
H 0.79376 2.73286 -7.38242 0.204 0.000 0.161
H -2.11956 -0.32869 -5.32803 -0.102 0.020 0.437
H 2.66976 0.68963 -3.78628 0.023 0.697 0.567
H -6.13849 -2.75483 -5.51848 0.726 -0.096 0.583
H 3.25140 3.69018 3.52002 -0.653 -0.128 0.789
H -3.03457 0.71954 -6.39505 -0.074 -0.512 -0.332
H -0.12580 6.82754 1.60376 0.152 0.076 1.210
H -6.22952 0.10101 -0.40355 0.007 0.261 0.189
H -3.36701 4.01104 -0.06019 -0.223 0.131 0.203
H 3.39946 -3.36793 -2.86170 -0.306 -0.239 -0.400
H 1.26452 -0.15083 -4.00998 -0.624 -0.098 0.050
H -1.28526 3.78063 -7.21862 0.512 0.001 -0.041
H -4.23970 -4.92181 3.52462 0.121 0.321 0.595
H -1.66437 -3.46988 -1.49700 0.095 0.004 -0.286
H -5.00380 -2.59925 3.15222 -0.132 0.418 0.021
H -4.55279 3.22987 -1.11304 0.136 0.208 -0.271
H -0.63384 -0.61129 -0.05632 -0.680 0.761 0.111
H 1.05735 -1.73751 -1.73600 0.533 -0.163 0.796
H 10.41884 0.77398 -0.05796 -0.221 0.197 0.262
H -6.39473 -1.02033 -5.43793 -0.144 0.026 -0.056
H 0.18986 1.20820 -7.83819 -0.396 -0.240 0.081
H 3.02851 -1.92262 -3.81708 -0.316 -0.071 0.049
H 1.96162 2.30262 4.71424 -0.156 -0.770 0.672
H -0.95773 2.00065 6.79210 -0.243 0.159 -0.177
H 4.03642 -3.40838 1.47480 0.197 0.545 -1.413
H 4.79064 -0.05600 2.17501 0.557 0.999 -0.157
H -1.74986 2.47047 -6.21046 -0.400 0.147 0.033
H 0.94035 5.39809 1.44882 0.043 0.547 -0.882
H -3.46369 4.58001 -1.70323 -0.221 -0.314 -0.268
H -2.44807 3.21461 5.26590 -0.450 -0.133 -0.422
H 3.28158 2.68849 2.20435 0.101 -0.812 -0.138
H 4.73229 -1.83974 -0.18743 -0.498 0.153 -0.623
H -2.51027 1.82960 -0.64597 -0.230 -0.487 -0.497
H -7.40018 -2.12173 -4.49036 -0.014 0.102 0.072
H 2.50418 -3.79317 1.95058 -0.460 -0.278 0.040
H 3.73053 -0.97571 8.25567 -0.067 0.538 -0.525
H 3.28996 -1.21629 0.66634 0.185 -0.113 0.185
H 3.47115 -5.02109 1.20013 -0.239 -0.105 -0.653
H 1.65019 1.28503 3.35780 0.266 -0.187 -0.125
H -4.34078 0.36271 1.24098 0.016 -0.203 0.018
H 5.64162 -1.48824 1.88320 0.277 -0.083 -0.199
H -0.74101 5.49417 0.83723 -0.318 -0.983 0.524
H -3.93845 -0.41098 -5.37530 0.245 -0.390 -0.014
H 4.41678 2.46931 3.55796 0.116 -0.337 -0.206
H -3.21379 -0.13412 -0.05617 0.162 0.153 0.217
H -4.10833 -2.42419 4.64758 0.320 -0.572 0.046
H -2.22628 1.91622 3.99072 -0.259 0.584 -0.200
H 0.75129 -0.70956 0.92947 0.095 0.385 0.270
H -4.32410 -1.32450 0.52676 -0.200 0.078 0.464
H 1.07270 1.33907 -3.11080 0.095 0.347 -0.472
H -3.34631 -1.98503 3.09872 0.017 0.069 0.099
H 0.81675 -2.43708 -3.21496 -0.096 -0.655 -0.112
H -3.30158 -3.26229 -2.18302 -0.142 -0.242 0.342
H -1.93194 0.81016 5.83313 -0.112 0.040 0.535



46
Properties=species:S:1:pos:R:3:forces:R:3 method="wB97M-V/def2-TZVPD" spin_multiplicity=1 smiles="COCCCCCCC[C@H]1OC(=O)O[C@]1(CCCCl)N=C=S" largest_force_ha_per_bohr=0.0455 relative_energy_kcal_mol=4.1 orbital_gap_ev=9.39 e_tot_ev=-48981.011
Cl 5.38422 3.58462 -2.45698 -0.007 0.039 0.229
S -1.29058 3.89943 -0.15190 -0.068 0.334 0.678
O 0.98648 -0.57235 -0.27252 0.854 -0.473 -0.488
O 3.17410 -0.59436 0.40088 -1.995 1.201 -0.214
O 1.98931 1.36263 -0.00030 1.336 -0.035 -0.036
O -1.16525 -1.98681 3.68133 0.048 0.088 -0.075
N 0.79353 2.80565 -1.57163 0.071 -0.486 2.197
C -1.78536 -0.72805 3.54489 -0.270 0.340 -0.213
C 0.22362 0.42524 -1.00394 -0.517 -0.549 0.355
C -1.37137 -1.35367 -1.81659 -1.006 0.356 -0.079
C 0.15528 -2.05320 3.18583 0.069 -0.334 0.229
C -2.45107 -1.03683 -0.76125 0.894 -0.122 0.358
C -0.02520 3.28833 -0.79738 -0.239 -0.122 -1.643
C 2.23196 1.06232 -2.41286 0.633 0.111 0.551
C 1.31534 1.46583 -1.24879 -0.714 0.116 -1.463
C 2.16321 -0.01116 0.08756 0.788 -0.732 0.730
C -0.48922 -0.17385 -2.18728 0.647 -0.508 0.255
C 3.70353 1.45913 -2.23617 -0.238 0.546 -0.204
C -3.13606 -0.81744 2.84816 -0.096 -0.300 0.284
C 3.93841 2.85513 -1.65401 0.589 -0.441 -0.570
C -2.01073 -1.51963 0.63131 -0.913 0.092 -0.415
C -3.17377 -1.71134 1.61198 0.389 0.245 0.387
H -4.12369 -1.56058 1.11360 -0.251 0.025 -0.182
H -3.16113 -2.73474 1.95891 -0.048 -0.330 0.052
H -3.41054 -1.45881 -1.03120 -0.172 -0.184 -0.104
H -0.53434 0.72169 -0.28281 0.023 0.806 0.039
H -1.06653 0.61507 -2.65569 -0.171 0.199 -0.145
H -1.86633 -1.66560 -2.72967 -0.053 -0.144 -0.259
H -2.57158 0.04314 -0.68625 -0.345 0.205 -0.200
H 1.85385 1.51812 -3.31308 -0.329 0.107 -0.265
H 4.14885 1.45273 -3.21987 0.085 -0.130 -0.349
H -1.29507 -0.79336 0.98686 0.324 0.015 0.377
H -1.92871 -0.29677 4.53238 -0.042 0.084 0.283
H -1.16047 -0.01993 3.00509 0.379 -0.037 -0.162
H -0.78400 -2.19877 -1.48304 0.305 -0.124 0.064
H 4.24691 0.72718 -1.65939 0.083 -0.208 0.317
H 4.16238 2.77330 -0.60588 -0.025 0.301 0.363
H -3.48493 0.18239 2.61044 0.100 0.371 -0.065
H 0.68730 -1.10931 3.26791 -0.006 0.271 0.000
H 0.24513 -0.54225 -2.89169 0.156 0.110 -0.376
H 3.13863 3.54683 -1.84971 -0.303 0.130 0.071
H 0.69925 -2.77822 3.77808 0.074 -0.196 0.195
H 0.17813 -2.39634 2.15834 -0.004 0.058 -0.374
H 2.21111 -0.01097 -2.54446 -0.067 -0.301 -0.058
H -1.50198 -2.46806 0.54081 0.331 -0.219 -0.126
H -3.84265 -1.19637 3.57999 -0.299 -0.174 0.054



23
Properties=species:S:1:pos:R:3:forces:R:3 method="wB97M-V/def2-TZVPD" spin_multiplicity=5 largest_force_ha_per_bohr=0.1352 total_charge=+2 relative_energy_kcal_mol=22.9 orbital_gap_ev="8.69 / 6.04" e_tot_ev=-29789.275
Pt -0.50002 -0.65757 0.92479 1.198 1.610 -0.796
Cl -2.75825 0.96946 -0.82857 -0.435 0.362 -0.224
O 0.65128 -2.01891 3.44599 -1.351 1.850 -4.717
O -3.39234 -0.38010 1.77711 3.772 -0.756 -2.339
N 0.08735 1.57958 1.74507 0.862 -0.392 -0.698
C 1.78152 -1.24138 -0.22471 -0.130 -0.282 -1.256
C 0.37270 0.17621 -1.37091 -0.286 -0.917 -1.145
C -0.22032 1.37029 -2.00920 0.416 0.297 0.308
C -2.38149 -0.54371 1.22446 -5.904 0.062 3.673
C 1.65049 0.05219 -0.75380 0.635 0.347 0.727
C -0.22932 -1.16168 -1.40612 0.080 -0.581 0.052
C 0.33255 -1.57654 2.41503 1.607 -2.318 5.767
C 0.67715 -2.05280 -0.72327 -0.245 0.396 -0.975
H 2.39799 0.85855 -0.74278 -0.389 -0.451 0.292
H -0.21244 2.25512 1.03661 0.000 -0.149 0.307
H 0.66530 -3.15653 -0.75486 -0.220 0.779 0.275
H -0.01697 1.42345 -3.09087 -0.213 -0.101 0.173
H -1.35002 1.34555 -1.85132 0.466 0.149 -0.594
H -0.29543 1.87182 2.63243 -0.166 0.008 0.315
H 2.60911 -1.64808 0.32786 0.244 0.064 0.078
H -1.12082 -1.40391 -2.03634 0.901 0.033 0.862
H 1.11827 1.64398 1.80424 -0.765 0.049 0.110
H 0.13370 2.29503 -1.54083 -0.078 -0.059 -0.192



66
Properties=species:S:1:pos:R:3:forces:R:3 method="wB97M-V/def2-TZVPD" spin_multiplicity=5 largest_force_ha_per_bohr=0.0379 total_charge=+1 orbital_gap_ev="8.24 / 5.39" e_tot_ev=-185760.097
Ge -0.67973 1.39607 0.42767 -0.792 0.217 0.321
Ge 0.48907 -0.67903 -1.11923 0.488 -0.032 -1.146
Co 0.99687 -0.55753 1.44507 0.174 -0.022 1.679
O 0.69327 -2.38163 1.10467 0.202 0.910 -1.590
O 0.29657 0.86577 2.62997 0.468 0.131 -1.368
O 0.36557 -4.52143 1.57377 -0.062 -0.242 -0.197
O -0.90093 1.47587 4.39087 -0.133 0.169 0.077
O 3.07717 -0.35693 2.23457 -0.420 0.348 -0.448
N 0.81967 -1.56913 3.61397 0.235 0.451 -0.177
C 0.59027 -2.98803 3.41997 -0.120 -0.605 -0.994
C -0.15303 -0.59283 -5.91443 0.068 -0.069 -0.024
C -0.70733 0.47727 -3.82483 -0.381 -0.163 -0.235
C -1.76843 1.17527 -5.87833 -0.166 0.212 0.024
C -1.61763 1.29277 -4.51353 -0.025 -0.116 -0.085
C -0.31283 0.64267 3.75207 -0.304 -0.820 0.894
C -2.49813 0.83857 1.18937 0.964 -0.009 -0.230
C 3.24167 -1.35693 3.24257 -0.098 -0.449 0.672
C -0.37693 -2.47453 -1.63473 0.126 0.606 0.325
C 2.10037 -1.27293 4.25737 0.244 -0.023 -0.219
C -0.56103 0.68677 -2.39853 0.502 -0.029 0.153
C 0.23157 3.21997 0.78117 -0.051 -0.822 -0.239
C -1.75303 -2.67263 -1.04093 -0.035 0.118 0.089
C 2.94907 0.93207 -1.45573 -0.110 -0.047 0.034
C -0.28353 -0.83703 4.22027 -0.064 0.507 0.045
C 0.53747 -3.37693 1.89667 -0.038 -0.420 1.904
C -1.04553 0.22757 -6.58503 0.064 -0.061 0.070
C -1.03803 1.61387 -1.61213 -0.050 -0.583 0.795
C 0.01847 -0.46673 -4.54743 0.178 -0.145 0.013
C -0.67423 4.41957 0.58737 -0.181 -0.185 -0.099
C -3.57083 1.90627 1.07877 0.173 0.095 -0.080
C 2.44987 -0.48343 -1.68423 -0.803 -0.072 0.536
H 3.23777 -2.31353 2.71397 0.045 0.082 0.098
H -2.79763 -0.06063 0.64697 0.153 -0.011 -0.050
H -2.06383 -3.70813 -1.17573 -0.062 -0.021 -0.012
H -1.17923 0.12857 -7.65103 -0.004 -0.014 -0.091
H -0.35533 -3.31053 3.86027 0.123 -0.022 0.063
H -0.25363 -0.85413 5.31717 -0.070 -0.004 -0.130
H -3.31703 2.77817 1.67417 -0.031 0.135 0.037
H 0.40327 -1.33763 -6.46273 0.090 -0.048 -0.002
H 0.72547 -1.11133 -4.04393 0.000 -0.018 0.031
H 1.39147 -3.59553 3.84827 -0.111 0.046 0.118
H 0.31027 -3.22213 -1.24353 0.217 0.149 0.053
H 2.28487 -1.94893 5.10137 0.057 0.058 -0.027
H 2.77827 1.23047 -0.41833 0.067 0.162 -0.001
H -3.71533 2.21247 0.04587 -0.134 0.114 -0.109
H 2.43567 1.63217 -2.11323 -0.023 0.142 0.040
H -0.40963 -2.53933 -2.72013 0.130 0.190 -0.064
H -2.18543 2.02847 -3.96813 -0.121 0.095 0.031
H -2.45843 1.82507 -6.39553 -0.056 0.040 -0.035
H -1.50923 4.40097 1.28157 -0.112 0.061 0.036
H 2.06487 -0.25233 4.64817 0.007 -0.025 0.048
H 4.20687 -1.23063 3.74497 -0.110 -0.029 -0.153
H -2.35743 0.57427 2.23347 0.129 -0.059 0.057
H 4.01597 1.00467 -1.65633 0.072 0.040 0.006
H 3.22877 0.50357 2.65377 -0.096 -0.043 -0.226
H 1.08587 3.27517 0.10357 -0.006 -0.123 0.001
H -1.05993 4.47607 -0.42843 -0.091 0.108 -0.078
H 0.59637 3.18677 1.80397 -0.019 -0.286 0.025
H -0.10263 5.32807 0.77767 -0.008 0.041 -0.025
H -1.51843 2.54357 -1.86953 0.285 0.636 -0.168
H 2.55997 -0.76713 -2.72963 -0.147 -0.149 -0.012
H 3.01567 -1.19283 -1.07793 -0.028 -0.112 -0.027
H -2.48493 -2.02803 -1.52413 -0.134 0.040 0.028
H -4.51303 1.51017 1.45517 -0.062 0.020 -0.037
H -1.74253 -2.47043 0.02937 -0.088 -0.050 0.048
H -1.23333 -1.27803 3.90147 0.085 0.007 0.029



11
Properties=species:S:1:pos:R:3:forces:R:3 method="wB97M-V/def2-TZVPD" spin_multiplicity=1 smiles="O=C1O[C@@H]2CC=C12" largest_force_ha_per_bohr=0.1083 relative_energy_kcal_mol=102.7 orbital_gap_ev="8.69 / 8.69" e_tot_ev=-9339.730
O -1.71388 -1.41115 -2.94106 -0.439 -0.575 -1.360
O -0.76331 0.54430 -2.19684 -0.174 -0.791 0.413
C -0.53268 -1.20231 -0.03164 -2.152 -0.389 -1.388
C 0.32375 -0.01545 -0.01389 3.212 2.546 2.047
C -0.67898 0.78473 -0.75762 -2.097 -0.801 -1.108
C -1.51193 -0.61862 -2.10183 0.239 0.095 -0.658
C -1.67631 -0.66414 -0.64587 3.741 3.399 2.341
H -0.37144 -2.25396 -0.03168 0.691 -0.705 0.247
H 0.49465 0.56525 1.00054 -0.354 -1.528 -1.490
H 1.40064 0.04608 -0.48603 -2.002 -0.957 0.769
H -0.70965 1.86145 -0.58644 -0.664 -0.294 0.187



Copy entry 5 word for word.
11
Properties=species:S:1:pos:R:3:forces:R:3 method="wB97M-V/def2-TZVPD" spin_multiplicity=1 smiles="O=C1O[C@@H]2CC=C12" largest_force_ha_per_bohr=0.1083 relative_energy_kcal_mol=102.7 orbital_gap_ev="8.69 / 8.69" e_tot_ev=-9339.730
O -1.71388 -1.41115 -2.94106 -0.439 -0.575 -1.360
O -0.76331 0.54430 -2.19684 -0.174 -0.791 0.413
C -0.53268 -1.20231 -0.03164 -2.152 -0.389 -1.388
C 0.32375 -0.01545 -0.01389 3.212 2.546 2.047
C -0.67898 0.78473 -0.75762 -2.097 -0.801 -1.108
C -1.51193 -0.61862 -2.10183 0.239 0.095 -0.658
C -1.67631 -0.66414 -0.64587 3.741 3.399 2.341
H -0.37144 -2.25396 -0.03168 0.691 -0.705 0.247
H 0.49465 0.56525 1.00054 -0.354 -1.528 -1.490
H 1.40064 0.04608 -0.48603 -2.002 -0.957 0.769
H -0.70965 1.86145 -0.58644 -0.664 -0.294 0.187